1.
# C29H36FN2O9

A 2-piece molecular cluster, C29H36FN2O9 overall at a distorted geometry (the ωB97M-V functional and the def2-TZVPD basis, the Open Molecules 2025 dataset).

```
! RIJCOSX wB97M-V def2-TZVPD def2/J DEFGRID3
* xyz 1 1
C 3.22864 -1.59103 3.03646
C 3.01648 -1.54713 1.50566
C 3.98943 -0.65687 0.80742
O 4.81174 -1.04775 0.02744
O 3.83504 0.65201 1.13133
C 4.70843 1.54538 0.44506
C 4.15762 1.96738 -0.92266
C 2.73941 2.42397 -0.79186
N 1.81200 1.42928 -0.72153
C 0.49083 1.63004 -0.61806
C -0.43234 0.44776 -0.57673
C -1.49468 0.56174 -1.68042
C -2.40270 -0.66666 -1.73317
C -3.14663 -0.87434 -0.38189
C -2.69319 -2.14848 0.37490
C -2.07736 -1.87765 1.75697
C -2.98039 -1.03348 2.68109
C -2.47279 0.38034 2.91260
O -3.43216 1.18375 3.57551
C -4.32752 1.78454 2.67245
C 0.01644 2.93766 -0.54403
C 0.92667 3.98530 -0.61339
C 0.36433 5.37136 -0.55250
O 0.09196 5.96587 -1.52757
O 0.16839 5.94591 0.70069
O -0.87188 5.12393 1.31189
C -0.84435 5.32732 2.59079
N -0.89374 5.52271 3.71848
C 2.30601 3.74904 -0.75306
C 3.28595 4.90785 -0.85315
C 3.44585 5.26363 -2.31128
O 4.15490 4.67411 -3.03975
F 2.70797 6.27200 -2.71598
H 2.46896 -1.01314 3.55003
H 4.21939 -1.26693 3.33435
H 3.11670 -2.61697 3.37146
H 3.13258 -2.54501 1.10483
H 1.98638 -1.24778 1.30393
H 4.75726 2.43906 1.06434
H 5.72251 1.17490 0.35730
H 4.22011 1.13928 -1.62597
H 4.76610 2.78491 -1.28191
H 2.13524 0.46938 -0.74658
H 0.17856 -0.43718 -0.76505
H -0.87711 0.36375 0.40916
H -0.95144 0.71783 -2.61326
H -2.12505 1.43212 -1.51462
H -1.85494 -1.54851 -2.04760
H -3.14922 -0.44883 -2.49226
H -4.19894 -0.95353 -0.62764
H -2.99311 0.01195 0.22504
H -3.57810 -2.75108 0.55616
H -2.00608 -2.71987 -0.23162
H -1.06041 -1.48461 1.68195
H -1.97798 -2.85834 2.21912
H -3.04410 -1.52473 3.64670
H -3.97495 -1.00878 2.24348
H -1.57819 0.32847 3.53088
H -2.20531 0.89162 1.97936
H -5.10608 2.26887 3.25025
H -4.79262 1.05749 2.00286
H -3.83396 2.54664 2.05696
H -1.03594 3.12975 -0.43314
H 2.86501 5.74270 -0.30055
H 4.25689 4.65241 -0.45684
C -1.81075 -7.46374 -2.20407
C -2.50627 -6.37722 -1.87858
C -2.05567 -5.02558 -2.28584
O -2.69061 -4.03324 -1.98451
C -0.80199 -4.92678 -3.07206
C -0.10446 -6.01070 -3.39933
C -0.55439 -7.36798 -2.99090
O 0.07997 -8.35319 -3.28930
H -2.12094 -8.46009 -1.91666
H -3.42434 -6.42490 -1.30700
H -0.49360 -3.92976 -3.36185
H 0.81249 -5.96216 -3.97273
*
```

The lowest unoccupied orbital energy is -0.1654 Eh. As for the HOMO-LUMO gap: 7.506 eV.


2.
# C29H36N2OP2Ti

C29H36N2OP2Ti as an isolated structure at a distorted geometry (the ωB97M-V functional and the def2-TZVPD basis, the Open Molecules 2025 dataset).

```
! RIJCOSX wB97M-V def2-TZVPD def2/J DEFGRID3
* xyz 1 2
C -1.06259 2.46993 -4.03318
C -1.19939 2.22299 -2.66710
C -1.84411 1.02596 -2.27604
C -1.75863 -0.07653 -3.17431
C -1.47418 0.15799 -4.54426
C -1.18626 1.44457 -4.98678
C -1.51950 -1.28866 -2.40689
C -2.79057 -1.46393 -1.60777
C -2.93166 -0.38251 -0.71466
C -3.88328 -0.38678 0.35836
C -4.80766 -1.43171 0.39254
C -4.72080 -2.48335 -0.51768
C -3.69211 -2.51295 -1.49488
H -0.75803 3.46788 -4.36426
H -1.39366 -0.70918 -5.22454
H -1.00687 1.65312 -6.04999
H -1.36909 -2.16882 -3.04298
H -5.56608 -1.42576 1.18714
H -5.46661 -3.29422 -0.43392
H -3.64383 -3.40021 -2.14226
N -2.01490 0.66374 -0.92671
Ti -0.88342 0.25290 0.55543
C -0.36404 2.86058 -1.62819
H -0.94251 3.19584 -0.74819
H 0.22588 3.70237 -2.02268
C -3.72470 0.57112 1.49603
H -3.79008 1.63276 1.17684
H -4.45038 0.40258 2.29732
P 0.80112 1.40582 -1.08865
P -2.09254 0.35665 2.34499
C -2.15875 -1.27884 3.10146
H -1.24222 -1.42303 3.68640
H -3.04042 -1.29784 3.74983
H -2.22372 -2.08241 2.35845
C -1.97812 1.53388 3.65288
H -2.89644 1.47352 4.23784
H -1.10047 1.30394 4.26678
H -1.85890 2.54366 3.23919
C 2.06198 1.40833 -2.44469
H 2.47814 2.41366 -2.63207
H 2.86117 0.71655 -2.13919
H 1.58378 1.03181 -3.35935
C 1.72766 2.62479 0.06064
H 2.40916 2.06540 0.72289
H 2.30376 3.36830 -0.51513
H 1.01036 3.16401 0.70261
C -0.48664 -1.72403 0.08440
O -0.40336 -2.84398 -0.08926
H 0.02860 -0.35995 -2.28897
C 4.57984 -0.05929 0.27085
N 3.89916 -1.26293 -0.17160
C 4.76303 -2.37087 -0.51630
C 2.52967 -1.51886 0.16458
C 2.13930 -0.95627 1.49526
C 2.79977 -1.43171 2.59941
C 2.67439 -0.79298 3.85891
C 1.89442 0.33727 3.94066
C 1.16594 0.79210 2.81639
C 1.12295 0.01677 1.66057
H 5.47317 0.05332 -0.35106
H 4.89180 -0.12824 1.31727
H 3.93347 0.80794 0.13529
H 5.22125 -2.81922 0.38258
H 4.17478 -3.13857 -1.03738
H 5.56796 -2.00516 -1.16946
H 1.91303 -1.11980 -0.65949
H 2.37747 -2.61326 0.14890
H 3.46873 -2.32349 2.51148
H 3.20574 -1.19024 4.72389
H 1.82027 0.89393 4.88194
H 0.61880 1.72962 2.88988
*
```

The lowest unoccupied orbital energy (alpha / beta) is -0.1423 / -0.1434 Eh. The energy above the lowest of the compared OMol25 structures with the same formula, charge and spin comes out at 129.1 kcal per mole. As for the HOMO-LUMO gap (alpha / beta): 6.195 / 6.163 eV.


3.
# C29H36N8O3Se2SiTe2Zr

C29H36N8O3Se2SiTe2Zr as an isolated structure at a distorted geometry (the ωB97M-V functional and the def2-TZVPD basis, the Open Molecules 2025 dataset).

```
! RIJCOSX wB97M-V def2-TZVPD def2/J DEFGRID3
* xyz 0 1
Zr -1.23833 -0.46301 0.83916
N 1.79964 -3.15551 2.84120
C 2.17491 -1.74841 2.83772
C 3.62044 -1.55757 3.31971
C 4.19147 -0.14244 3.42535
C 3.23405 0.87870 4.05297
N 2.28435 1.44427 3.09953
C 2.65347 2.16645 2.04760
N 3.90165 2.67873 1.99742
N 1.80550 2.44913 1.07867
C 1.88458 -1.13467 1.46105
O 2.75213 -0.57939 0.81421
O 0.64188 -1.22930 1.06390
H 1.84150 -3.52844 3.78165
H 2.43634 -3.69909 2.26899
H 1.48748 -1.24229 3.52630
H 4.27158 -2.15461 2.67694
H 3.65640 -2.01140 4.31565
H 4.48814 0.18696 2.43084
H 5.09470 -0.18443 4.03989
H 3.78332 1.69132 4.53781
H 2.63572 0.40996 4.83496
H 1.32156 1.10691 3.12625
H 4.59586 2.35656 2.64593
H 4.23839 3.03477 1.12061
H 0.87758 2.01000 0.98882
H 2.10343 2.98219 0.28054
C 1.27469 2.85176 -3.26631
C -0.08256 2.79633 -3.53290
C -0.87824 1.81343 -2.95348
C -0.30371 0.90686 -2.08629
C 1.05731 0.93559 -1.81854
C 1.84144 1.90874 -2.41449
N -1.10134 -0.17745 -1.48757
N -2.51693 -0.09590 -1.88339
C -3.44566 0.02086 -0.94030
C -4.78895 -0.01159 -1.45182
C -5.84122 0.12596 -0.61456
C -5.62657 0.30926 0.77773
C -4.34905 0.29319 1.22543
N -3.26274 0.13690 0.41664
H 1.89165 3.60997 -3.73096
H -0.53305 3.51021 -4.21033
H -1.92858 1.73000 -3.18467
H 1.50110 0.20490 -1.15112
H 2.90894 1.91721 -2.22502
H -4.90327 -0.16102 -2.51544
H -6.85002 0.08922 -1.00642
H -6.44504 0.43932 1.46922
H -4.12059 0.40622 2.27743
Se -0.99755 0.41456 3.43808
Te -2.32777 -1.70071 3.77956
Te -1.39150 -3.56486 2.10045
Se -2.37910 -2.83632 -0.05226
C -0.49119 4.41650 0.32103
Si -1.66224 2.98163 0.66315
C -2.43238 3.35860 2.32647
C -3.05668 3.14654 -0.57655
O -0.81313 1.55865 0.59844
H -1.06677 5.34431 0.37077
H -0.04898 4.35527 -0.67897
H 0.30895 4.50250 1.05554
H -2.92676 4.33154 2.24647
H -1.69915 3.41814 3.13349
H -3.18157 2.62309 2.62076
H -3.28116 4.21119 -0.68829
H -3.96766 2.65299 -0.23291
H -2.81185 2.75400 -1.55988
N 1.67609 -8.14706 -5.55421
C 1.36105 -7.15683 -5.06306
C 0.96898 -5.91563 -4.45186
C -0.28331 -5.79755 -3.85253
C -0.65903 -4.60113 -3.27241
C 0.21099 -3.50839 -3.28924
C 1.46747 -3.63650 -3.88614
C 1.84607 -4.83228 -4.46386
C -0.19572 -2.27382 -2.69568
C -0.58201 -1.35257 -2.03093
H -0.95330 -6.64634 -3.84179
H -1.62255 -4.49903 -2.79195
H 2.13928 -2.78899 -3.89006
H 2.81714 -4.93690 -4.92814
*
```

The lowest unoccupied orbital energy is -0.0115 Eh. The energy above the lowest of the compared OMol25 structures with the same formula, charge and spin comes out at 25.0 kcal per mole. As for the HOMO-LUMO gap: 6.581 eV.


Values of E, in order: -2012.77717; -2843.11506; -7466.12434, all in hartree.